C9H18N3O5PS | ωB97M-V with the def2-TZVPD basis set

Atoms and positions in Å:
C -1.5743 -4.1722 -2.0611
C -0.1306 -3.7020 -1.7749
C -0.1327 -2.2337 -1.3747
N -0.9316 -2.0883 -0.1785
N -0.7050 -0.8146 0.4903
S -1.9700 -0.5813 1.6677
C -0.8405 0.2553 -0.4841
O -1.7502 0.3684 -1.2785
O 0.1856 1.1354 -0.3780
C 0.9008 1.3339 -1.5925
P 0.1511 2.5500 -2.7606
O -0.1168 1.8937 -4.0348
O -1.1064 3.1911 -2.0728
O 1.1633 3.7855 -2.8965
H -2.1771 -3.3070 -2.2863
H -1.6282 -4.8334 -2.9098
H -1.9823 -4.6255 -1.1756
H 0.5137 -3.8559 -2.6210
H 0.2105 -4.2478 -0.9048
H 0.8844 -1.8541 -1.2542
H -0.5745 -1.6949 -2.2011
H -0.6431 -2.7793 0.4989
H -3.0060 -1.1283 1.0086
H 1.8529 1.7375 -1.2886
H 1.0194 0.4201 -2.1456
H -1.4292 3.9181 -2.6101
H 2.0530 3.4287 -2.9466
C 1.5446 2.3593 4.9382
C 2.3510 1.9589 3.8378
C 1.5287 1.3413 2.9331
N 0.2615 1.3513 3.4440
C 0.2613 1.9702 4.6635
H 1.8699 2.8728 5.8269
H 3.4115 2.1079 3.7248
H 1.7324 0.8973 1.9751
H -0.5489 0.9607 2.9934
H -0.6480 2.0806 5.2283

Summary:
* total energy: -1633.749528 hartree
* LUMO: 0.260 eV
* multiplicity: 1
* E_HOMO: -8.136 eV
* charge: 0
* SMILES string: CCCNN(S)C(=O)OCP(=O)(O)O.c1cc[nH]c1

Results of the Löwdin charge analysis, in e, for atoms 1 through 8:
1. C -0.09
2. C -0.22
3. C -0.26
4. N -0.08
5. N -0.39
6. S 0.84
7. C -0.60
8. O 0.14



C9H18N6 | ωB97M-V with the def2-TZVPD basis set

Atoms and positions in Å:
H -0.6613 -1.7691 -2.3084
N -0.9182 -1.0286 -1.7585
C -2.0481 -0.4604 -1.4786
N -3.2200 -0.7122 -2.1635
N -1.9779 0.5132 -0.5207
C -0.8004 0.6533 0.2971
C -0.7545 2.1785 0.6751
C 0.3386 2.4112 1.7320
N -0.8656 -0.2255 1.5485
C 0.1908 -0.9447 1.5331
N 0.4804 -1.8015 2.4734
N 0.9158 -0.8612 0.4026
C 0.4652 0.0577 -0.4406
C 1.5282 0.4414 -1.3871
C 2.3947 -0.8320 -1.4066
C 2.0491 -1.5946 -0.1071
H -4.0375 -0.6542 -1.6037
H -3.3559 -1.1307 -3.1412
H -2.7740 1.1495 -0.3764
H -0.5145 2.6122 -0.3295
H -1.7849 2.5317 0.9965
H 0.8217 1.6030 2.1041
H -0.0985 3.0045 2.6623
H 0.9729 3.2358 1.3612
H -1.3787 0.1661 2.3413
H 0.0809 -1.7722 3.4706
H 1.3456 -2.3702 2.5586
H 2.0864 1.3811 -1.0897
H 0.9517 0.5747 -2.3841
H 2.3716 -1.3968 -2.3273
H 3.4546 -0.6546 -1.4926
H 1.7933 -2.7675 -0.2770
H 2.9481 -1.5379 0.4361

Summary:
* ΔE to the lowest compared entry with this formula, charge and spin: 1.620 eV
* total energy: -681.655121 hartree
* LUMO: -7.562 eV
* multiplicity: 1
* E_HOMO: -16.803 eV
* charge: +2
* SMILES string: [H]/N=C(\N)N[C@@]1(CC)NC(=[NH2+])[N+]2=C1CCC2

Results of the Löwdin charge analysis, in e, for atoms 1 through 8:
1. H 0.08
2. N 0.22
3. C -0.43
4. N 0.18
5. N 0.13
6. C -0.29
7. C -0.13
8. C -0.07



C9H18OSi | ωB97M-V with the def2-TZVPD basis set

Atoms and positions in Å:
C -1.4075 2.5963 0.6453
C -1.5738 1.4091 0.0429
Si -0.2793 0.1488 -0.5417
C -1.4606 -1.1192 -1.3081
C -1.5770 -1.4390 -2.5762
O 0.8374 0.6321 -1.5112
C 1.2666 1.7456 -2.2134
C 0.5606 -0.7653 0.9933
C -0.3802 -1.4275 2.0303
C 1.6108 -1.8059 0.5851
C 1.2783 0.4179 1.7744
H -2.3477 2.9803 1.0836
H -0.6493 3.2910 0.3239
H -2.5081 0.9055 0.4325
H -2.2046 -1.6559 -0.6492
H -2.2826 -2.0991 -2.8162
H -1.0425 -0.9835 -3.4743
H 1.6996 2.4026 -1.5099
H 0.6594 2.2544 -2.9080
H 2.1042 1.3458 -2.7993
H -1.0654 -0.6677 2.3485
H -0.9905 -2.0977 1.6110
H 0.0881 -1.9058 2.9180
H 2.1717 -1.4119 -0.1425
H 1.0432 -2.6988 0.2924
H 2.1301 -2.0115 1.4379
H 2.0347 0.9761 1.1387
H 0.4528 0.9976 2.2035
H 1.8315 -0.0143 2.5887

Summary:
* ΔE to the lowest compared entry with this formula, charge and spin: 1.967 eV
* total energy: -718.377096 hartree
* LUMO: 0.780 eV
* multiplicity: 1
* E_HOMO: -9.177 eV
* charge: 0
* SMILES string: C=C[Si](C=C)(OC)C(C)(C)C

Results of the Löwdin charge analysis, in e, for atoms 1 through 8:
1. C -0.07
2. C -0.20
3. Si 0.49
4. C -0.21
5. C -0.07
6. O -0.20
7. C -0.11
8. C -0.55



C9H19B2FNO8 | ωB97M-V with the def2-TZVPD basis set

Atoms and positions in Å:
C -4.4598 0.8459 0.2670
C -3.1972 1.2983 -0.5018
O -2.6230 0.2421 -1.2620
B -1.6519 -0.4432 -0.5363
O -2.0497 -1.1271 0.6036
C -0.1282 -0.4424 -1.0150
C -0.0872 -1.2426 -2.3558
C 0.8476 -2.3896 -2.3791
O 1.8826 -2.4668 -1.9502
F 0.3441 -3.4653 -3.0718
O 0.7891 -0.7564 -0.0432
B 1.1372 0.4352 0.7603
C 0.5116 0.3544 2.2729
O 1.3745 -0.3178 3.2296
C 1.1796 -1.7065 3.1921
C 2.7344 0.8636 0.8124
O 3.5009 0.2667 -0.2408
O 4.7178 0.9755 -0.2950
O 0.4673 1.5646 0.0125
C 0.1319 1.1192 -1.2397
N 1.2628 1.4001 -2.1551
H -4.3611 1.0103 1.3354
H -5.3417 1.3093 -0.1577
H -4.5628 -0.2222 0.1293
H -3.5072 2.0832 -1.1811
H -2.4601 1.7631 0.1513
H -2.2914 -0.5104 1.3034
H 0.1502 -0.5642 -3.1693
H -1.0933 -1.5882 -2.5621
H -0.4419 -0.1843 2.3064
H 0.3458 1.3616 2.6599
H 0.8919 -2.0726 2.2085
H 0.4088 -1.9753 3.9235
H 2.1141 -2.1921 3.4568
H 2.7780 1.9411 0.6850
H 3.2285 0.6443 1.7675
H 5.3801 0.3697 0.0567
H -0.6975 1.6603 -1.6868
H 1.8598 0.5809 -2.2376
H 0.9154 1.5773 -3.0935

Summary:
* total energy: -1160.645665 hartree
* LUMO: 2.896 eV
* multiplicity: 1
* E_HOMO: -4.322 eV
* charge: -1

Results of the Löwdin charge analysis, in e, for atoms 1 through 8:
1. C -0.06
2. C -0.23
3. O 0.05
4. B -0.56
5. O 0.17
6. C -0.28
7. C 0.01
8. C -0.49



C9H19BF3LiO | ωB97M-V with the def2-TZVPD basis set

Atoms and positions in Å:
C -2.8965 -1.9069 -1.5905
C -1.7430 -1.5411 -0.6397
C -1.1122 -0.1863 -0.9789
C 0.1561 -0.2714 -1.8075
C 0.2588 0.9620 -2.7169
B 1.4927 -0.2635 -0.8585
C 1.4361 -1.3761 0.3550
C 1.2784 -0.7143 1.7313
O 0.3487 0.4340 1.7850
C 1.0457 1.6572 1.8938
C 0.6748 2.4042 3.1999
F 1.6238 2.3438 4.0912
F -0.4202 1.9064 3.7313
F 0.4488 3.6717 2.9397
H -3.3812 -1.0077 -1.9420
H -3.5923 -2.5690 -1.0929
H -2.4817 -2.4063 -2.4555
H -1.0251 -2.3462 -0.7028
H -2.1256 -1.5287 0.3810
H -0.9408 0.3855 -0.0911
H -1.8706 0.3318 -1.5714
H 0.0403 -1.1644 -2.4202
H 0.3637 1.8202 -2.0544
H 1.1522 0.9282 -3.3259
H -0.6462 1.1064 -3.3056
H 1.6450 0.8361 -0.3289
H 2.4724 -0.4245 -1.5714
H 0.6906 -2.1544 0.2179
H 2.3881 -1.8986 0.4044
H 2.2461 -0.4241 2.1210
H 0.8940 -1.4557 2.4260
H 0.7258 2.3103 1.0599
H 2.1080 1.5583 1.7603
Li -1.2545 0.9832 1.3564

Summary:
* total energy: -761.477894 hartree
* LUMO: -0.988 eV
* multiplicity: 1
* E_HOMO: -8.047 eV
* charge: 0

Results of the Löwdin charge analysis, in e, for atoms 1 through 8:
1. C -0.09
2. C -0.25
3. C -0.24
4. C -0.37
5. C -0.11
6. B -0.45
7. C -0.16
8. C -0.17



C9H19BFN2O2 | ωB97M-V with the def2-TZVPD basis set

Atoms and positions in Å:
C -2.4350 0.8834 0.9051
C -2.1638 1.1598 -0.5855
C -1.8090 -0.0847 -1.3553
F -2.8217 -0.9977 -1.1626
N -0.5771 -0.7753 -0.9083
C 0.5951 -0.2864 -0.6622
C 1.0013 1.1366 -0.7581
C 0.9596 1.7852 0.6599
N 0.6570 3.2061 0.6529
C 1.5660 -1.3387 -0.3033
B 2.1415 -1.3816 1.2076
O 3.4807 -1.2835 1.4396
O 1.2811 -1.6666 2.2439
C 0.8621 -2.6338 -0.7836
C -0.6165 -2.2500 -0.7211
H -1.8576 0.0528 1.3012
H -2.2094 1.7812 1.4767
H -3.4939 0.7013 1.0532
H -1.4386 1.9580 -0.7084
H -3.0862 1.5235 -1.0343
H -1.7265 0.0690 -2.4313
H 2.0270 1.1701 -1.1156
H 0.3962 1.6999 -1.4607
H 1.9227 1.5960 1.1349
H 0.2124 1.2575 1.2570
H 0.5401 3.5713 -0.2801
H -0.1969 3.3918 1.1571
H 2.4534 -1.1381 -0.9096
H 3.7712 -0.4009 1.6736
H 0.5027 -1.1080 2.2214
H 1.1639 -2.8973 -1.7930
H 1.1014 -3.4809 -0.1495
H -1.1981 -2.6953 -1.5169
H -1.0051 -2.5248 0.2554

Summary:
* total energy: -738.888576 hartree
* LUMO: -3.863 eV
* multiplicity: 1
* E_HOMO: -13.242 eV
* charge: +1
* SMILES string: CC[C@H](F)[N+]1=C(CCN)[C@@H](B(O)O)CC1

Results of the Löwdin charge analysis, in e, for atoms 1 through 8:
1. C -0.06
2. C -0.15
3. C -0.26
4. F 0.05
5. N 0.08
6. C -0.15
7. C -0.06
8. C -0.24



Which formula does entry 4 have? C9H19B2FNO8